1.
49
Properties=species:S:1:pos:R:3:forces:R:3 method="wB97M-V/def2-TZVPD" e_homo_ev=-12.3 e_tot_ha=-1164.535437 total_charge=+1
C -4.053 -0.172 -6.290 0.5 0.2 0.0
C -2.857 -1.078 -6.394 -0.2 -0.3 0.5
N -2.089 -1.069 -7.398 0.0 -0.1 0.4
C -2.618 -1.998 -5.181 -0.6 0.4 0.0
N -2.513 -1.141 -3.965 0.2 -1.4 -1.9
C -3.238 -1.201 -2.807 0.3 0.1 -0.2
C -2.768 -0.188 -2.055 -0.8 -0.1 1.1
N -1.817 0.448 -2.772 1.0 1.0 -0.5
C -1.651 -0.148 -3.952 -0.4 0.2 1.0
H -4.114 0.301 -5.308 0.0 0.0 0.0
H -3.924 0.617 -7.026 -0.4 -0.1 -0.1
H -4.984 -0.723 -6.417 0.0 0.0 -0.2
H -1.346 -1.756 -7.255 0.1 0.1 -0.3
H -1.716 -2.593 -5.307 0.0 0.0 0.2
H -3.467 -2.660 -5.015 0.0 -0.1 -0.1
H -4.008 -1.922 -2.613 0.0 -0.1 -0.1
H -3.082 0.081 -1.063 0.2 0.3 0.0
H -1.284 1.260 -2.499 -0.1 0.0 0.2
H -0.974 0.116 -4.743 0.1 0.1 0.0
C 0.078 0.697 0.242 0.2 0.0 0.0
C 0.536 -0.360 -0.747 -0.2 0.1 0.3
O 1.932 -0.622 -0.630 -0.1 0.0 -0.2
C 2.300 -1.420 0.384 0.2 -0.1 0.0
O 1.560 -1.938 1.182 -0.1 -0.1 -0.5
O 3.618 -1.531 0.354 0.0 0.0 0.0
C 4.179 -2.296 1.431 0.2 -0.2 0.2
H 0.688 1.596 0.148 -0.1 0.0 -0.1
H -0.969 0.961 0.074 0.0 0.0 0.0
H 0.176 0.349 1.265 -0.1 -0.1 0.0
H 0.391 0.006 -1.760 0.4 -0.1 -0.1
H -0.038 -1.284 -0.644 0.1 0.0 0.1
H 3.706 -3.272 1.505 -0.1 0.1 0.0
H 4.078 -1.751 2.368 -0.1 0.0 0.0
H 5.234 -2.427 1.209 0.0 0.1 -0.1
C 2.058 3.905 6.445 0.1 -0.1 -0.3
C 1.288 2.719 6.984 0.2 0.4 0.3
O 0.682 1.958 5.925 -0.1 -0.1 0.0
C 1.503 1.147 5.264 -0.1 0.1 0.0
O 2.675 0.987 5.479 0.1 -0.1 0.0
O 0.800 0.539 4.302 0.1 0.0 0.0
C 1.582 -0.311 3.458 0.0 0.1 0.2
H 1.420 4.513 5.801 -0.1 0.0 0.1
H 2.428 4.523 7.262 0.0 0.0 0.0
H 2.909 3.581 5.847 0.0 0.0 0.1
H 0.466 3.063 7.609 -0.2 -0.1 -0.2
H 1.918 2.076 7.598 0.0 -0.1 -0.2
H 2.156 -1.026 4.044 0.1 0.1 0.0
H 2.247 0.292 2.836 0.1 0.0 0.1
H 0.898 -0.852 2.827 -0.3 0.0 0.1

***

2.
52
Properties=species:S:1:pos:R:3:forces:R:3 method="wB97M-V/def2-TZVPD" e_homo_ev=-11.3 e_tot_ha=-1188.977286 total_charge=+1 relative_energy_kcal_mol=13.97
C 1.936 -1.956 1.471 -0.6 1.1 -0.7
C 0.819 -2.358 2.270 -0.7 -0.2 1.0
C 0.100 -3.563 2.033 0.3 0.3 -0.2
C -1.004 -3.910 2.800 -0.2 0.2 0.1
C -1.498 -3.025 3.775 0.5 0.0 -0.3
C -0.815 -1.823 4.023 0.2 -0.1 -0.1
C 0.350 -1.522 3.324 -0.3 -0.2 -0.1
C 2.329 -0.619 1.383 0.2 -0.1 0.5
C 3.232 -0.181 0.428 -0.1 -0.3 0.0
C 3.470 1.183 0.081 0.2 1.0 -0.1
C 4.161 1.483 -1.126 -0.2 -0.2 0.4
C 4.367 2.796 -1.524 -0.1 0.2 0.1
C 3.920 3.857 -0.718 0.1 -0.7 0.1
C 3.261 3.584 0.492 0.0 -0.2 0.1
C 3.026 2.270 0.888 0.1 -0.1 -0.4
H 2.336 -2.642 0.728 0.1 0.1 0.2
H 0.429 -4.223 1.228 -0.4 0.4 0.3
H -1.493 -4.872 2.626 0.1 0.4 0.0
H -2.395 -3.278 4.344 0.3 0.1 -0.2
H -1.192 -1.118 4.768 0.2 -0.3 -0.2
H 0.914 -0.626 3.585 -0.3 -0.2 0.0
H 1.863 0.122 2.038 0.1 -0.3 -0.4
H 3.787 -0.940 -0.119 -0.2 0.0 -0.1
H 4.507 0.644 -1.735 0.0 0.3 0.1
H 4.883 3.005 -2.464 -0.2 -0.1 0.3
H 4.112 4.888 -1.015 -0.1 -0.3 0.1
H 2.934 4.406 1.131 0.1 -0.3 -0.2
H 2.509 2.060 1.827 0.2 0.2 -0.3
O 4.782 -2.754 0.932 0.1 -0.5 0.4
C 5.227 -3.548 1.775 0.1 0.9 -0.6
C 6.707 -3.683 1.976 0.0 0.4 0.2
C 7.274 -3.944 3.233 0.0 -0.4 -0.2
C 8.638 -4.230 3.309 0.0 0.1 -0.1
C 9.444 -4.166 2.170 -0.2 0.0 -0.1
C 8.889 -3.770 0.946 0.0 0.0 0.2
C 7.524 -3.513 0.856 0.1 -0.2 0.0
C 6.408 -3.984 4.464 0.0 -0.2 0.1
C 5.607 -5.290 4.549 -0.2 0.0 0.3
C 4.877 -5.646 3.246 -0.1 -0.7 0.1
C 4.350 -4.450 2.494 -0.5 0.4 -1.5
N 3.139 -4.609 1.874 -1.5 -4.0 2.1
N 2.194 -5.285 1.819 3.2 2.7 -0.5
H 9.055 -4.523 4.276 0.0 0.2 -0.3
H 10.503 -4.418 2.246 -0.3 0.1 -0.1
H 9.512 -3.666 0.058 -0.1 -0.1 0.3
H 7.063 -3.198 -0.082 0.2 -0.2 0.2
H 7.042 -3.899 5.354 -0.2 0.1 -0.1
H 5.714 -3.133 4.466 0.2 -0.1 0.0
H 6.282 -6.121 4.810 -0.3 0.2 -0.1
H 4.863 -5.199 5.352 0.2 0.0 -0.1
H 5.566 -6.202 2.586 -0.2 0.2 0.1
H 4.046 -6.329 3.471 0.3 0.2 -0.1

***

3.
8
Properties=species:S:1:pos:R:3:forces:R:3 method="wB97M-V/def2-TZVPD" e_homo_ev=-9.9 e_tot_ha=-390.392266 relative_energy_kcal_mol=42.92 smiles="OC=C=C(F)F"
O -1.681 -0.047 -0.949 -1.0 -0.6 -1.3
C -0.953 0.110 0.174 -3.4 -0.1 2.4
C 0.326 0.172 0.161 2.4 -0.3 0.1
C 1.626 0.062 0.130 -0.8 1.4 0.0
F 2.455 1.099 -0.075 -0.3 -0.5 0.0
F 2.334 -1.018 0.340 0.2 -0.4 0.0
H -2.485 -0.628 -0.928 1.2 0.9 0.7
H -1.622 0.251 1.147 1.7 -0.3 -1.9

***

4.
12
Properties=species:S:1:pos:R:3:forces:R:3 method="wB97M-V/def2-TZVPD" e_homo_ev=-9.5 e_tot_ha=-339.589317 relative_energy_kcal_mol=152.70
C -1.787 -0.646 0.027 -1.1 -2.5 2.3
C 0.160 0.415 -0.189 3.2 0.9 -1.7
H -2.681 -0.337 -0.943 3.2 -0.7 3.7
H -1.596 -0.085 1.141 -1.1 -0.4 -3.9
H -2.136 -1.742 0.715 1.1 2.7 -3.2
H 0.544 2.323 -0.156 -1.9 -1.8 0.0
H 2.071 1.050 -0.176 -0.5 -0.1 0.3
H 2.387 -1.187 0.531 0.9 -1.4 1.1
N -0.255 1.602 -0.290 -0.7 1.5 -0.2
N 1.484 0.308 0.211 2.2 -1.5 -0.8
O -0.316 -0.792 -0.551 -4.6 1.7 2.3
O 2.124 -0.908 -0.321 -0.7 1.7 0.0

***

5.
9
Properties=species:S:1:pos:R:3:forces:R:3 method="wB97M-V/def2-TZVPD" e_homo_ev=-16.2 e_tot_ha=-246.201449 total_charge=+1 relative_energy_kcal_mol=119.63
C 0.465 -1.326 -0.829 1.0 -3.2 0.5
C -0.243 0.966 0.484 0.1 -2.4 1.0
C 0.210 -0.101 -1.089 -2.2 2.3 1.9
N -0.460 0.902 1.716 0.6 -0.2 -2.0
O -0.618 0.895 2.852 0.0 -0.3 -0.5
H 0.446 -1.778 0.216 0.3 0.7 -1.7
H 0.759 -2.025 -1.693 -0.6 1.1 1.3
H -0.297 1.967 0.216 -0.1 2.1 -0.8
H -0.263 0.500 -1.873 0.9 -0.1 0.3

***

6.
34
Properties=species:S:1:pos:R:3:forces:R:3 method="wB97M-V/def2-TZVPD" e_homo_ev="-11.9 / -11.9" spin_multiplicity=2 e_tot_ha=-2238.484191 total_charge=+1
Co -0.135 0.058 -0.132 -0.1 0.9 1.0
N -0.423 1.350 1.551 -0.3 -0.5 -0.6
C 0.128 0.717 2.766 0.4 -0.8 -0.2
C 0.811 -0.631 2.406 -0.3 1.3 0.8
O 1.539 -1.170 3.197 -0.1 -0.2 -0.3
O 0.492 -1.052 1.216 0.4 -0.8 -1.1
H -0.068 2.291 1.440 0.0 0.0 -0.1
H -1.435 1.420 1.581 -0.1 0.2 0.1
H -0.656 0.481 3.484 0.0 0.2 0.0
H 0.875 1.341 3.246 -0.1 0.1 0.0
C 2.873 -3.217 -4.637 0.0 0.0 0.0
C 2.218 -2.343 -3.617 -0.1 0.1 0.2
C 1.298 -1.356 -3.968 0.1 0.0 0.0
C 0.702 -0.594 -2.987 0.0 0.1 0.0
N 0.963 -0.745 -1.683 -0.5 -0.4 0.3
C 1.861 -1.681 -1.334 0.2 -0.1 0.1
C 2.500 -2.479 -2.259 0.0 0.0 -0.2
H 2.478 -3.034 -5.634 0.0 0.0 0.0
H 2.723 -4.267 -4.386 0.0 0.0 0.0
H 3.949 -3.039 -4.650 0.0 0.0 0.0
H 1.049 -1.181 -5.006 0.0 0.0 0.0
H -0.001 0.186 -3.253 0.0 0.0 0.1
H 2.056 -1.794 -0.276 -0.1 0.0 0.0
H 3.214 -3.216 -1.916 0.0 0.0 0.0
N -3.443 0.805 -3.069 0.8 -0.2 0.6
C -3.850 1.589 -1.867 0.1 0.3 0.6
C -2.844 1.255 -0.729 0.0 -0.6 -0.3
O -3.059 1.640 0.393 0.0 0.2 -0.1
O -1.862 0.512 -1.159 0.4 0.2 -0.2
H -3.270 1.371 -3.893 0.0 0.1 -0.1
H -4.099 0.066 -3.306 0.0 -0.1 0.0
H -2.510 0.395 -2.656 -0.7 0.1 -0.4
H -4.859 1.349 -1.545 0.0 -0.1 -0.1
H -3.796 2.658 -2.057 0.0 0.0 -0.2

***

7.
81
Properties=species:S:1:pos:R:3:forces:R:3 method="wB97M-V/def2-TZVPD" e_homo_ev="-10.0 / -10.0" e_tot_ha=-3028.718365 total_charge=+1 relative_energy_kcal_mol=71.48
Ir 0.390 -0.030 -0.860 0.4 -1.4 -0.6
C -2.947 -1.944 -0.351 0.0 -0.1 -0.1
C -3.004 -1.979 1.140 0.0 -0.1 0.1
C -3.895 -2.823 1.787 -0.1 0.0 0.0
C -3.983 -2.859 3.167 0.1 0.0 0.0
C -3.142 -2.068 3.932 -0.1 0.0 0.0
C -2.244 -1.221 3.309 0.2 0.2 -0.1
C -2.185 -1.151 1.919 0.4 -0.5 -0.3
P -1.151 0.089 1.071 -0.2 0.8 -1.5
C -0.241 0.839 2.469 0.3 -0.4 -0.3
C 0.810 0.002 2.863 -0.2 0.0 0.1
C 1.694 0.375 3.851 0.1 0.0 0.0
C 1.550 1.619 4.446 0.0 0.0 0.0
C 0.504 2.441 4.075 0.1 0.0 0.0
C -0.408 2.078 3.088 -0.1 -0.2 -0.1
C -1.524 3.023 2.771 0.0 0.1 0.0
C -2.487 1.126 0.378 0.3 0.0 -0.8
C -3.694 1.263 1.050 -0.2 0.2 -0.1
C -4.796 1.811 0.417 0.1 0.0 0.1
C -4.714 2.167 -0.928 -0.1 0.0 0.3
C -3.531 2.029 -1.612 0.7 0.0 0.2
C -2.361 1.561 -0.974 -1.3 -0.1 1.2
C -1.116 1.564 -1.664 3.1 -1.1 0.9
H -3.347 -2.860 -0.776 0.0 -0.1 0.0
H -1.917 -1.815 -0.694 -0.2 0.0 0.0
H -3.533 -1.110 -0.737 0.0 0.1 -0.1
H -4.538 -3.456 1.193 -0.1 -0.1 -0.1
H -4.702 -3.504 3.646 -0.1 -0.1 0.0
H -3.195 -2.097 5.009 0.0 0.0 0.1
H -1.596 -0.599 3.906 0.0 0.0 0.1
H 0.921 -0.963 2.384 0.1 0.0 0.0
H 2.499 -0.285 4.138 0.1 0.0 0.0
H 2.253 1.949 5.195 0.1 0.0 0.1
H 0.386 3.402 4.554 0.0 0.1 0.0
H -1.272 4.021 3.121 0.0 0.1 0.0
H -2.427 2.716 3.296 -0.2 0.0 -0.1
H -1.743 3.057 1.707 -0.1 0.1 0.0
H -3.771 0.928 2.076 -0.1 0.0 0.0
H -5.718 1.945 0.959 -0.1 0.0 0.0
H -5.579 2.572 -1.430 -0.1 0.0 -0.1
H -3.466 2.336 -2.644 0.0 0.0 -0.2
H -0.274 2.034 -1.145 -0.7 1.3 -0.3
H -1.164 1.862 -2.705 0.3 -0.4 -0.1
O 3.988 -1.051 -2.901 0.2 0.1 -0.1
C 3.079 -0.823 -2.125 0.3 -1.3 0.8
O 2.253 0.129 -2.150 -2.2 1.1 0.0
C 2.862 -1.837 -0.979 0.2 0.1 -0.5
C 3.888 -2.674 -0.561 -0.2 -0.1 -0.1
C 3.621 -3.610 0.426 -0.2 0.2 0.0
C 2.324 -3.702 0.923 0.1 0.0 -0.2
C 1.362 -2.830 0.449 -0.1 -0.2 0.1
N 1.634 -1.902 -0.465 0.2 1.3 0.7
H 4.857 -2.578 -1.025 0.0 0.0 0.0
H 4.400 -4.260 0.793 0.0 -0.1 0.0
H 2.059 -4.445 1.657 0.0 0.0 0.1
H 0.337 -2.877 0.797 0.0 0.0 0.1
C 2.486 -1.935 -5.507 0.1 0.1 -0.5
N 1.514 -2.081 -4.445 -0.1 0.0 0.2
C 0.464 -1.343 -4.131 0.0 0.2 -0.2
S -0.472 -1.842 -2.772 -0.2 0.8 2.1
N -0.031 -0.310 -4.802 0.1 0.1 0.1
C 0.494 0.439 -5.922 0.3 0.2 -0.2
H 3.373 -2.497 -5.233 0.0 0.0 0.1
H 2.779 -0.897 -5.625 0.1 0.0 0.0
H 2.092 -2.332 -6.443 0.1 0.1 -0.1
H 1.665 -2.868 -3.829 -0.1 0.2 0.1
H -0.832 0.103 -4.341 0.1 -0.2 0.0
H 0.916 -0.224 -6.671 0.0 0.1 0.0
H 1.252 1.152 -5.588 0.0 0.0 -0.1
H -0.333 0.982 -6.378 0.1 0.0 0.0
Cl 5.603 1.425 1.570 0.1 -0.1 0.0
C 4.035 2.010 1.188 -0.4 0.2 -0.1
C 3.735 3.362 1.274 -0.1 -0.2 0.0
C 2.446 3.764 0.972 0.1 -0.2 0.0
C 1.526 2.812 0.571 -0.3 0.3 0.0
N 1.826 1.524 0.450 -1.1 -0.7 -1.0
C 3.047 1.128 0.767 0.5 -0.2 0.0
H 4.485 4.072 1.582 0.1 0.1 0.0
H 2.157 4.801 1.034 0.0 0.1 0.0
H 0.506 3.097 0.351 0.0 0.0 -0.1
H 3.261 0.074 0.690 0.1 -0.1 0.0

***

8.
10
Properties=species:S:1:pos:R:3:forces:R:3 method="wB97M-V/def2-TZVPD" e_homo_ev=-10.7 e_tot_ha=-379.548626 relative_energy_kcal_mol=31.26 smiles="O=CO.O=CO"
O 2.012 1.480 1.623 -0.6 0.5 0.0
C 1.095 0.782 1.250 2.8 2.7 0.7
O 1.093 -0.480 1.556 -1.7 -3.2 0.8
H 0.346 1.282 0.592 -0.1 -1.4 0.3
H 1.560 -0.803 2.391 -0.4 1.5 -1.7
O -1.561 -1.751 -1.489 1.0 2.1 0.5
C -1.136 -0.665 -1.124 -1.8 -1.2 -0.6
O -0.852 0.370 -2.010 -0.2 -0.8 2.1
H -1.153 -0.410 -0.016 0.8 0.1 -1.4
H -1.404 0.195 -2.774 0.1 -0.3 -0.7

***

9.
54
Properties=species:S:1:pos:R:3:forces:R:3 method="wB97M-V/def2-TZVPD" e_homo_ev="-8.2 / -8.1" spin_multiplicity=2 e_tot_ha=-2935.646888 relative_energy_kcal_mol=84.39
Ir -0.502 0.578 -0.256 1.9 0.7 -1.3
O 0.545 -8.894 5.014 0.0 -0.2 0.1
C 0.847 -7.674 5.510 0.0 0.1 -0.1
O 1.254 -7.564 6.631 0.1 -0.1 0.0
C 0.628 -6.502 4.607 -0.1 0.0 0.0
C -0.323 -6.509 3.590 -0.1 0.0 0.0
C -0.571 -5.362 2.855 0.1 -0.1 0.0
C 0.125 -4.180 3.136 0.0 0.0 -0.2
S -0.298 -2.732 2.280 -0.4 -0.4 0.3
C 1.109 -4.190 4.134 -0.1 -0.1 0.0
C 1.346 -5.337 4.863 0.1 0.0 0.0
H 0.302 -8.855 4.082 0.0 0.1 0.0
H -0.916 -7.393 3.385 0.0 0.0 0.0
H -1.323 -5.362 2.077 0.0 0.0 0.0
H 1.672 -3.288 4.334 -0.1 0.0 0.1
H 2.079 -5.344 5.659 0.0 0.0 0.0
I 2.097 -1.046 1.343 0.2 0.6 -0.3
C 0.864 -1.023 -0.400 -2.0 -0.7 -0.2
H 0.348 -1.980 -0.382 0.2 -0.1 0.1
H 1.542 -0.979 -1.242 0.0 0.2 0.0
N 1.960 2.674 -0.123 -0.2 0.0 -0.1
C 1.508 2.526 -1.391 0.5 -0.2 -0.1
C 1.740 3.514 -2.366 0.1 0.0 -0.1
C 1.339 3.288 -3.654 0.0 0.0 0.1
C 0.736 2.070 -4.000 0.2 -0.1 -0.1
C 0.550 1.144 -3.015 -0.1 -0.1 -0.1
N 0.899 1.372 -1.731 -1.4 0.3 1.5
H 1.989 3.622 0.222 0.0 0.0 0.0
H 1.610 2.008 0.552 0.1 0.0 0.1
H 2.217 4.435 -2.066 0.0 0.0 0.0
H 1.494 4.044 -4.412 0.0 0.0 0.0
H 0.431 1.861 -5.014 0.0 -0.1 0.0
H 0.098 0.181 -3.211 -0.1 0.1 0.1
O -1.560 4.416 1.641 -0.1 -0.2 -0.1
S -1.082 4.315 0.305 0.1 0.3 0.2
O 0.183 4.931 0.002 0.0 0.0 -0.1
N -1.055 2.751 -0.253 -0.6 0.0 0.8
C -1.904 2.556 -1.223 -0.2 0.2 -0.5
O -1.997 1.390 -1.726 1.0 -1.0 0.9
C -2.637 3.757 -1.671 -0.2 0.0 -0.3
C -3.500 3.895 -2.742 0.0 0.0 0.0
C -3.993 5.163 -3.018 0.0 0.0 0.0
C -3.650 6.253 -2.222 0.0 -0.1 0.0
C -2.800 6.104 -1.130 0.1 0.1 0.1
C -2.295 4.846 -0.890 0.1 -0.3 0.0
H -3.761 3.037 -3.348 0.0 0.0 0.0
H -4.645 5.312 -3.869 0.0 0.0 0.0
H -4.038 7.233 -2.464 0.0 0.0 0.0
H -2.541 6.943 -0.499 0.0 0.0 0.0
F -2.002 -0.380 1.179 0.5 0.4 -1.0
B -1.820 0.422 2.410 0.0 0.0 0.4
F -2.817 1.346 2.491 0.0 0.0 -0.1
F -1.712 -0.399 3.487 -0.2 0.1 0.0
F -0.550 1.038 2.119 0.5 0.1 0.2

***

10.
8
Properties=species:S:1:pos:R:3:forces:R:3 method="wB97M-V/def2-TZVPD" e_homo_ev="-14.0 / -13.8" e_tot_ha=-522.200428 total_charge=+1 relative_energy_kcal_mol=71.94
C -0.433 -1.453 0.474 0.6 1.4 -0.6
C 0.075 0.172 -0.361 0.2 0.3 -0.6
C 0.904 -0.136 0.806 0.6 0.0 0.1
N -0.888 -0.796 -0.494 -0.8 -1.1 0.2
N 0.479 -1.300 1.340 -0.5 -1.0 0.8
I -2.200 2.300 -1.764 -0.1 0.1 0.0
H 0.251 0.878 -1.156 -0.1 0.2 -0.1
H 1.812 0.334 1.156 0.0 0.2 0.1

***

11.
50
Properties=species:S:1:pos:R:3:forces:R:3 method="wB97M-V/def2-TZVPD" e_homo_ev="-8.2 / -8.3" spin_multiplicity=6 e_tot_ha=-2714.331142
Fe 0.298 0.605 0.776 -0.1 2.7 1.2
P -0.181 2.343 2.331 0.3 5.2 1.5
O -1.168 1.124 2.176 0.1 -1.0 1.7
O 1.163 1.552 2.463 0.3 -0.6 0.5
O -0.409 3.697 3.086 0.4 -4.8 -1.6
O -0.159 2.547 0.767 0.9 -0.2 -2.3
C -1.448 -2.196 -1.962 0.1 -0.6 0.2
C -1.257 -1.401 -0.671 0.1 0.5 0.7
C -0.497 -2.155 0.446 1.0 -0.7 0.2
O 0.222 -1.288 1.401 -1.4 -0.5 -0.9
C 0.771 -1.863 2.607 -0.4 0.0 -0.7
N -0.572 -0.119 -0.969 0.0 -0.5 0.1
H -0.536 -2.641 -2.360 0.5 0.4 0.2
H -1.850 -1.536 -2.731 -0.2 -0.1 0.1
H -2.063 -3.091 -1.865 -0.5 0.3 0.3
H -2.198 -1.120 -0.198 -0.2 -0.1 -0.2
H 0.282 -2.808 0.052 0.1 -0.1 -0.4
H -1.219 -2.808 0.937 0.0 0.3 0.5
H 1.709 -2.335 2.314 0.0 -0.4 0.3
H 0.017 -2.552 2.988 0.3 -0.1 0.3
H 0.976 -1.046 3.299 -0.2 0.0 -0.1
H -1.198 0.575 -1.351 -0.3 0.1 0.0
H 0.144 -0.310 -1.655 0.5 0.2 -0.3
C 3.640 2.305 -0.742 -0.3 -0.1 -1.3
C 2.562 1.279 -1.050 1.2 -1.2 -1.6
C 2.933 0.290 -2.213 0.2 1.2 1.5
O 1.842 -0.546 -2.462 -0.2 -0.5 0.3
C 2.040 -1.286 -3.641 -0.4 0.2 -0.7
N 2.352 0.517 0.203 -0.1 0.7 -0.3
H 3.138 3.006 -0.076 0.7 0.1 0.4
H 3.923 2.835 -1.651 -0.1 0.2 0.0
H 4.543 1.801 -0.398 -0.1 0.3 0.5
H 1.680 1.837 -1.367 -0.4 -0.2 0.3
H 3.799 -0.299 -1.913 0.2 -0.2 0.2
H 3.257 0.840 -3.097 -0.3 0.2 -0.2
H 2.945 -1.894 -3.638 0.2 0.1 0.1
H 2.062 -0.538 -4.433 0.3 -0.3 -0.5
H 1.195 -1.949 -3.831 -0.1 0.1 0.3
H 2.756 1.159 0.870 -0.5 0.0 1.1
H 2.967 -0.281 0.280 -0.1 -0.5 -0.4
C -4.209 -0.018 1.649 0.3 0.5 -1.3
C -4.307 1.524 1.803 -0.2 -0.6 0.2
O -3.218 2.255 1.224 -2.4 -0.8 -0.4
O -2.977 -0.562 2.004 -0.1 -1.5 0.7
H -4.266 -0.276 0.592 -0.7 0.4 -0.6
H -5.016 -0.580 2.120 -0.1 0.3 0.4
H -4.393 1.761 2.864 0.1 0.1 0.3
H -5.273 1.777 1.367 0.1 0.4 -0.3
H -2.475 1.732 1.536 1.1 0.5 0.0
H -2.326 0.135 2.117 0.6 0.3 0.5

***

12.
10
Properties=species:S:1:pos:R:3:forces:R:3 method="wB97M-V/def2-TZVPD" e_homo_ev=-7.4 e_tot_ha=-189.165776 relative_energy_kcal_mol=102.78 smiles="N=C=CN.[H][H]"
N -2.005 -0.319 0.246 3.0 0.0 -1.6
C -0.752 -0.347 0.164 -3.8 -0.8 0.0
C 0.552 -0.330 0.148 0.2 -0.4 0.4
N 1.201 0.228 1.268 1.2 0.4 1.3
H -2.590 -0.777 -0.462 0.0 0.2 1.1
H 1.104 -0.926 -0.579 -0.1 0.6 -0.1
H 0.757 1.025 1.742 0.3 -0.9 -0.5
H 1.655 -0.442 1.904 -0.7 0.6 -0.3
H 0.215 1.214 -2.068 0.6 1.0 0.4
H -0.137 0.675 -2.364 -0.7 -0.9 -0.7